Record 1
91
Properties=species:S:1:pos:R:3:forces:R:3:lowdin_spin:R:1 method="wB97M-V/def2-TZVPD" gap_ev="7.77 / 6.97" max_force_ev_per_a=0.10 e_lumo_ev="0.14 / -1.28" charge=0 e_homo_ev="-7.62 / -8.25" spin_multiplicity=2 s_squared=0.7651
Cu -0.70313 1.20580 1.61570 -0.009 -0.033 -0.052 0.403
C -0.68419 -4.61390 -3.65333 0.008 -0.008 0.004 0.000
S 1.10737 -4.66183 -3.85881 -0.001 -0.002 -0.004 0.000
C 1.61293 -3.97868 -2.26384 -0.009 -0.008 -0.001 0.000
C 1.20738 -2.52710 -2.06901 0.009 0.009 0.028 0.000
C 1.57752 -2.03166 -0.68068 -0.011 -0.059 0.027 0.003
N 1.12475 -0.64688 -0.41737 -0.065 0.041 0.047 0.013
P -0.51831 -0.39521 -0.02574 -0.014 0.041 -0.036 0.041
C -1.41976 -0.30252 -1.60036 -0.003 0.008 0.027 -0.001
C -0.79101 -0.00008 -2.80261 -0.001 0.023 -0.012 0.005
C -1.52396 0.07463 -3.97951 0.019 -0.009 0.012 0.000
C -2.89097 -0.15752 -3.96280 -0.015 -0.006 0.002 0.003
C -3.52722 -0.45191 -2.76353 -0.009 0.026 -0.016 -0.001
C -2.79918 -0.51235 -1.58748 0.003 0.038 0.002 0.002
C -1.10666 -1.96193 0.69436 -0.016 -0.036 -0.066 0.009
C -1.60628 -3.01795 -0.07132 0.011 0.023 0.038 0.002
C -1.94125 -4.21884 0.53080 0.003 -0.005 0.016 0.000
C -1.77742 -4.37887 1.90188 -0.009 -0.013 -0.014 0.000
C -1.28647 -3.33427 2.66851 0.010 0.016 0.003 0.000
C -0.95542 -2.12532 2.06981 0.041 -0.004 0.019 0.001
P 2.25140 0.24708 0.61521 -0.022 -0.070 -0.052 0.002
C 3.74793 0.14583 -0.44041 0.039 0.014 -0.010 0.000
C 4.96852 0.09090 0.22367 0.016 0.023 -0.024 0.000
C 6.16117 0.04243 -0.48967 -0.025 -0.001 0.021 0.000
C 6.13615 0.02625 -1.87375 -0.005 0.003 -0.030 0.000
C 4.91904 0.06497 -2.54721 0.042 0.002 0.010 0.000
C 3.73482 0.12919 -1.83486 -0.022 0.007 -0.013 0.000
C 1.76184 1.97805 0.25639 0.003 0.043 0.049 0.002
C 1.88629 2.86962 1.31991 0.000 0.007 0.005 0.000
C 1.66508 4.22910 1.13402 0.033 0.026 0.006 0.000
C 1.30770 4.70643 -0.11554 0.023 0.011 -0.006 -0.001
C 1.16216 3.82166 -1.18006 0.012 -0.008 0.008 0.000
C 1.38508 2.46859 -0.99505 0.018 -0.008 0.013 0.000
H -1.11605 -5.15084 -4.49568 -0.001 0.001 -0.004 0.000
H -1.07174 -3.59535 -3.65821 -0.005 0.005 -0.005 0.000
H -0.97665 -5.11931 -2.73194 0.004 0.001 0.000 0.000
H 2.69921 -4.08522 -2.22941 -0.001 -0.010 -0.004 0.000
H 1.19968 -4.60526 -1.46812 -0.005 0.009 0.003 0.000
H 0.13158 -2.43292 -2.21163 -0.001 0.016 -0.018 0.000
H 1.68241 -1.90392 -2.82992 0.003 -0.017 -0.013 0.000
H 2.66266 -2.06461 -0.56613 -0.007 0.032 -0.020 0.000
H 1.16889 -2.71340 0.07207 0.009 -0.011 0.011 0.000
H 0.28087 0.14591 -2.82395 0.006 0.002 0.008 0.000
H -1.02106 0.30033 -4.91113 -0.002 0.004 -0.004 0.000
H -3.46461 -0.10702 -4.87923 0.000 0.006 -0.001 0.000
H -4.59568 -0.62358 -2.74655 -0.008 0.003 0.003 0.000
H -3.30541 -0.73503 -0.65569 -0.008 0.002 0.010 0.000
H -1.74377 -2.89955 -1.13839 -0.005 -0.019 0.004 0.000
H -2.33082 -5.03185 -0.06865 -0.005 -0.002 -0.001 0.000
H -2.03974 -5.31855 2.37060 0.001 -0.003 0.002 0.000
H -1.16143 -3.45336 3.73671 0.004 0.003 0.004 0.000
H -0.57802 -1.30601 2.67422 -0.031 -0.002 0.000 0.000
H 4.98387 0.08398 1.30753 0.009 -0.007 0.010 0.000
H 7.10501 0.00560 0.03833 0.002 0.000 0.002 0.000
H 7.06152 -0.02300 -2.43272 0.003 0.002 -0.002 0.000
H 4.89797 0.04586 -3.62938 0.001 -0.001 -0.004 0.000
H 2.79167 0.15144 -2.36746 -0.009 0.010 0.028 0.000
H 2.15485 2.49381 2.29860 -0.005 -0.008 0.021 0.000
H 1.76771 4.90959 1.96931 -0.002 0.002 0.002 0.000
H 1.13679 5.76478 -0.26433 -0.008 0.002 -0.002 0.000
H 0.88243 4.19329 -2.15799 -0.007 0.002 -0.007 0.000
H 1.27167 1.79075 -1.82847 0.011 -0.034 -0.045 0.000
C 0.75153 -1.09999 5.09288 0.005 0.005 0.009 0.003
Si 0.47644 0.73615 4.78431 -0.047 0.011 0.003 0.006
C -0.52474 1.43013 6.21127 0.012 -0.005 -0.018 0.000
C 2.17250 1.55218 4.81128 -0.026 -0.001 -0.005 0.000
O -0.30516 0.95882 3.39373 0.076 0.000 0.013 0.064
H 1.29882 -1.26720 6.02394 0.006 -0.004 0.004 0.000
H 1.32944 -1.54869 4.28035 0.011 -0.005 -0.001 0.000
H -0.19902 -1.63431 5.16906 -0.014 0.005 0.005 0.000
H -0.03148 1.26465 7.17207 0.006 -0.003 0.010 0.000
H -1.50981 0.95985 6.25199 -0.005 -0.003 0.002 0.000
H -0.67600 2.50543 6.09235 0.000 0.009 -0.003 0.000
H 2.64417 1.43213 5.78989 0.006 -0.009 0.005 0.000
H 2.10460 2.62443 4.61058 -0.004 0.015 0.008 0.000
H 2.83440 1.10275 4.06628 0.006 0.000 -0.013 0.000
C -1.70061 2.84336 1.02355 -0.014 0.022 0.005 0.256
C -2.75879 2.68818 0.03705 0.005 0.003 0.004 0.014
C -4.03870 2.24407 0.40345 -0.004 0.012 -0.006 0.044
C -5.04929 2.12664 -0.52896 0.008 -0.015 -0.006 -0.009
C -4.80351 2.44831 -1.86424 0.042 -0.045 -0.029 0.044
C -3.53592 2.88451 -2.25139 0.001 -0.013 0.007 -0.009
C -2.53265 2.99723 -1.31294 0.001 -0.020 -0.013 0.042
C -5.83280 2.28056 -2.84839 -0.074 0.048 0.043 0.006
N -6.66361 2.13424 -3.63056 0.028 -0.034 -0.036 0.022
H -2.05544 3.09017 2.02543 -0.008 -0.009 0.008 0.017
H -0.88825 3.49254 0.70132 -0.018 -0.039 0.026 0.014
H -4.23434 2.00217 1.44145 -0.001 0.000 0.006 0.002
H -6.03310 1.78622 -0.23360 -0.003 0.002 -0.002 -0.002
H -3.34857 3.12591 -3.28927 -0.001 -0.002 -0.006 -0.001
H -1.54984 3.33928 -1.61257 0.000 -0.001 0.001 0.002

Record 2
94
Properties=species:S:1:pos:R:3:forces:R:3:mulliken_charge:R:1 method="wB97M-V/def2-TZVPD" gap_ev=7.60 max_force_ev_per_a=14.81 e_lumo_ev=-2.30 charge=+1 e_homo_ev=-9.91
C 38.36300 37.29200 8.33500 -5.571 -0.449 -12.771 -0.983
C 38.73700 38.64500 7.45700 -3.337 -6.273 -3.644 -0.674
N 40.03100 39.03800 7.33600 6.009 1.920 2.235 0.529
C 40.56600 40.06800 8.11600 1.088 2.750 0.387 0.095
C 41.93700 40.25100 7.73000 -5.605 -2.042 1.528 -0.894
N 42.26000 39.25700 6.93500 -4.113 -1.982 -1.125 0.432
C 41.05900 38.52100 6.69100 3.014 2.989 1.593 -0.802
C 43.44000 39.13600 6.16300 -0.967 -4.777 1.348 -1.566
H 38.94000 37.40000 8.98600 9.032 0.174 10.423 0.924
H 38.32800 36.33800 7.67400 0.812 1.713 1.217 -0.069
H 37.41400 37.35900 8.69300 -2.764 0.627 0.990 0.079
H 38.20000 39.45900 7.69700 -2.118 2.631 1.198 0.670
H 38.46800 38.36700 6.36300 -0.154 0.525 1.659 0.088
H 39.92400 40.74200 8.81700 1.260 -1.618 -1.442 0.223
H 42.68700 40.85200 7.97300 2.447 3.005 1.560 0.617
H 41.08700 37.87000 5.94000 -0.449 -2.900 -2.698 0.592
H 43.14500 38.81100 5.23100 -0.783 -2.053 -2.001 0.465
H 44.23500 38.51100 6.53400 -0.204 -0.543 0.574 0.287
H 43.89100 39.88900 5.76700 2.385 6.239 -0.932 0.827
N 36.23100 34.76000 6.92600 0.160 -3.273 -1.246 -0.087
C 37.05900 33.67200 6.98800 -1.454 0.022 -1.004 -0.356
C 36.83900 32.46400 6.23900 -1.463 4.601 1.435 -0.983
C 35.70800 32.44600 5.44400 2.086 -3.147 -0.617 -0.014
C 34.80000 33.43900 5.44400 -4.398 -0.403 -2.919 -0.799
C 35.12500 34.50900 6.16500 0.213 6.598 1.296 0.435
H 37.89400 33.88600 7.59600 1.072 -0.458 0.657 0.606
H 37.43500 31.64000 6.31600 1.770 -1.828 0.079 0.549
H 35.76200 31.56000 4.80000 -1.170 0.338 0.040 0.351
H 33.73400 33.43100 4.79600 3.340 -0.040 1.817 0.215
H 34.63200 35.56700 6.05100 -0.161 -2.471 0.088 0.231
N 43.40500 37.49500 10.46500 -0.209 -0.450 -0.729 -0.608
C 42.25900 37.04300 10.97300 2.116 0.557 -0.454 -0.581
C 41.54300 36.04100 10.47300 0.208 -3.645 -3.145 -0.288
C 41.98300 35.33500 9.30400 2.144 3.962 0.361 -0.459
C 43.15300 35.88200 8.69000 -2.427 2.031 6.492 -0.887
C 43.85500 36.93000 9.31300 -2.231 0.860 2.543 -0.280
H 41.97700 37.47700 11.85700 -0.789 1.194 2.108 0.690
H 40.73300 35.59300 10.94600 -1.600 -0.072 1.030 0.500
H 41.38700 34.67800 8.74100 -0.617 -1.161 -0.149 0.509
H 43.46900 35.65400 7.82700 2.160 -2.431 -6.456 0.800
H 44.65300 37.60100 9.09500 1.175 -0.771 -1.689 0.595
N 40.31000 37.66600 3.47900 0.163 0.531 0.157 -0.350
C 39.00300 38.01800 3.55500 1.798 0.107 -0.121 -0.328
C 38.04400 37.03900 3.66600 4.562 -3.644 0.589 -0.739
C 38.45200 35.63500 3.84100 3.417 4.324 -0.813 -0.256
C 39.84700 35.34800 3.80300 -2.720 0.823 -0.027 -0.771
C 40.71000 36.39800 3.57800 -3.455 1.201 0.169 -0.278
H 38.88700 39.14200 3.52100 -0.542 -1.544 -0.048 0.360
H 37.09000 37.23900 3.73200 -4.931 1.172 0.159 0.662
H 37.80800 34.86100 3.98600 -2.096 -1.779 0.356 0.654
H 40.18400 34.34900 3.91900 0.345 -0.712 0.049 0.457
H 41.69100 36.22600 3.44600 3.500 -0.455 -0.330 0.631
C 44.21400 39.41800 0.51400 2.312 -4.634 2.412 -0.851
C 44.12900 38.87000 1.99400 -1.441 4.208 -4.586 -0.313
C 45.02000 38.01800 2.44000 5.917 -4.247 -0.531 0.843
C 46.08500 37.45500 1.56400 -0.796 2.188 -2.750 -0.634
C 46.08400 37.81700 0.18300 1.350 -1.743 0.756 -0.437
C 45.13400 38.72500 -0.33300 -1.795 1.366 0.805 0.588
O 45.07900 38.97800 -1.69300 8.579 -11.809 2.520 -0.424
O 45.20300 37.58100 3.72700 -3.665 3.009 1.369 -0.439
H 43.47200 40.03500 0.06300 -0.497 0.505 0.213 0.308
H 43.43500 39.46800 2.55500 -0.264 -0.445 0.656 0.368
H 47.04500 36.97200 1.86200 -1.402 0.032 0.453 0.253
H 46.88600 37.30800 -0.52200 -1.833 1.399 1.462 0.250
H 44.62300 39.63600 -1.77400 -8.152 11.700 -1.968 0.223
H 45.78200 36.93100 4.03600 1.621 -1.524 -0.747 0.287
C 39.77300 41.63400 11.44200 -1.126 -5.784 -0.098 -1.108
C 39.48000 40.04300 11.52000 -1.204 5.175 -0.765 -0.403
C 38.19200 39.68300 11.28600 -0.670 2.297 0.406 0.232
C 37.25400 40.72900 10.96500 -3.400 -2.628 -0.473 -0.033
C 37.45900 42.02700 10.88300 2.560 0.296 0.613 -0.837
C 38.74600 42.46800 11.13300 1.260 2.794 -0.676 0.988
O 38.98900 43.84200 10.96000 1.993 -0.816 0.865 -0.578
O 37.77900 38.41300 11.39700 -1.970 -2.113 1.369 -0.517
H 40.81200 41.71500 11.55700 1.042 1.427 0.187 0.492
H 40.19200 39.30000 11.72900 1.173 -0.437 0.408 0.555
H 36.16800 40.54200 10.75000 1.164 -0.906 0.360 0.131
H 36.80400 42.79400 10.64900 -1.840 0.776 -0.469 0.477
H 38.38500 44.50300 10.61700 -0.851 -0.939 -0.030 0.315
H 36.99500 38.26000 12.04800 1.899 0.795 -1.875 0.294
C 34.03300 37.93100 11.78000 2.183 -3.348 -7.579 -1.094
C 34.32300 36.56600 11.28500 0.491 6.082 -3.526 -0.848
C 34.72300 36.40000 9.93100 -0.518 0.051 -0.112 0.895
C 34.77500 37.47900 9.02700 -1.387 1.023 1.511 -0.470
C 34.38800 38.74500 9.47900 -0.459 -1.458 3.616 -0.798
C 34.02900 38.98300 10.85000 0.456 -2.181 0.444 0.557
O 33.62800 40.21100 11.30900 0.033 0.037 -0.328 -0.534
O 34.95200 35.13300 9.45500 -0.016 -0.028 0.224 -0.608
H 33.79500 38.02500 12.71300 -1.411 0.782 5.491 0.639
H 34.52500 35.81500 11.88800 0.177 -3.579 3.025 0.574
H 34.85600 37.31900 7.97500 0.380 -0.213 -0.537 0.410
H 34.04500 39.55900 8.97300 -0.042 2.005 -2.561 0.689
H 33.30600 40.04400 12.20900 0.028 0.462 -0.345 0.304
H 35.06100 35.09500 8.47700 0.176 0.452 1.012 0.238

Record-wise energy above the lowest of the compared OMol25 structures with the same formula, charge and spin values, in eV: 0.000 2.744